Entry 1:
A gas-phase ion, C22H32BBrIN2O3 (charge +1), computed with ωB97M-V/def2-TZVPD.

Geometry as XYZ:
```
62
Properties=species:S:1:pos:R:3
H -1.56 3.34 -1.63
C -0.99 -1.00 0.34
H -0.74 -3.35 -0.15
C -1.22 3.39 -0.51
H -0.11 -2.08 -2.83
C -1.14 1.94 0.27
H 0.09 2.50 -2.86
H -1.39 -0.32 -2.74
H -3.43 3.91 0.09
H 0.98 -6.44 2.21
H -2.12 1.35 -2.32
H 3.08 -1.70 -3.43
H 3.85 2.94 -0.16
C 0.30 -2.29 -1.75
C -1.07 2.08 1.92
H 3.26 -1.13 -1.55
H -1.66 5.75 -1.56
C 3.65 2.06 -0.93
H -0.77 -6.35 1.40
O -2.34 -4.46 2.70
O 2.80 1.16 -4.13
N -0.92 -0.45 5.21
O 0.13 -4.45 2.16
I -1.17 7.21 0.77
H 4.42 2.18 -1.80
C -0.94 -1.84 4.58
H -1.05 3.09 2.51
C -2.36 4.37 0.24
C 0.18 1.31 -2.79
C -0.98 0.81 4.40
H 0.48 -4.60 -2.32
C -1.01 0.66 2.74
H 3.76 1.07 -0.31
C -1.19 0.64 -2.12
H -0.96 1.88 4.89
C -1.00 -0.82 1.96
C -2.30 5.83 -0.57
H 1.08 -1.51 -1.36
H 0.20 0.94 -3.91
H -3.39 6.25 -0.76
H -0.88 -0.34 6.27
H -0.53 -6.24 3.32
H -0.19 3.97 -0.35
B -1.06 -3.70 2.61
H 1.32 -4.02 -0.68
H -0.92 -2.73 5.37
H 4.59 -0.60 -2.79
H 2.13 -3.52 -2.32
H -3.06 -3.94 2.20
N 1.44 1.03 -2.00
C 2.52 0.50 -2.98
C 3.44 -0.84 -2.69
C -1.10 0.46 -0.50
C -0.92 -2.30 -0.59
Br -2.76 -2.52 -1.45
C -0.09 -5.91 2.28
H 1.49 2.58 -0.43
C 2.07 2.29 -1.42
C 1.10 -3.74 -1.82
H 2.10 3.17 -2.20
C -1.00 -2.11 2.93
H -2.09 4.62 1.35
```

Calculated values
Multiplicity   1
Charge   +1
Kohn-Sham gap   6.50 eV
LUMO energy   -4.9 eV
SMILES   CC[C@H](Br)c1c(CCN(CC)C(C)=O)c(CCCI)cc2c[nH+]cc(B(O)OC)c12

Atom charges from the natural (NBO) analysis, given in e for atoms 1 to 4: 0.245, -0.050, 0.272, -0.487

---

Entry 2:
C2H3BrO in the gas phase, computed with ωB97M-V/def2-TZVPD.

Geometry as XYZ:
```
7
Properties=species:S:1:pos:R:3
C 0.54 -0.53 -0.04
H -0.60 1.15 -0.75
C -0.63 0.21 -0.03
H -0.54 0.61 1.05
O 0.71 -1.79 0.00
Br 2.05 0.70 -0.06
H -1.54 -0.35 -0.17
```

Calculated values
Multiplicity   1
Charge   0
Relative energy (zero: lowest compared OMol25 entry of this formula, charge and spin)   0.615 eV
Kohn-Sham gap   10.97 eV
LUMO energy   0.4 eV
SMILES   CC(=O)Br

Atom charges from the natural (NBO) analysis, given in e for atoms 1 to 4: 0.502, 0.269, -0.754, 0.279

---

Entry 3:
6 unconnected molecules or ions with the total composition H12O6, computed with ωB97M-V/def2-TZVPD.

Geometry as XYZ:
```
18
Properties=species:S:1:pos:R:3
H -0.73 0.30 -1.41
H 0.24 0.93 2.11
O -3.06 -1.10 -0.90
O -0.07 -2.03 -0.43
H -0.62 -1.96 0.36
H 1.48 1.75 -0.41
H -1.31 1.57 -1.98
H -0.75 -1.90 -1.10
H 2.98 0.46 1.60
H -0.39 -0.54 2.39
O 0.34 0.07 2.53
H -2.69 -0.54 -1.60
O 0.80 1.09 -0.32
H -3.68 -1.64 -1.41
O -1.28 0.63 -2.15
H 1.26 0.27 -0.09
H 3.78 1.75 1.94
O 3.32 1.28 1.24
```

Calculated values
Multiplicity   1
Charge   0
Relative energy (zero: lowest compared OMol25 entry of this formula, charge and spin)   1.093 eV
Kohn-Sham gap   11.82 eV
LUMO energy   0.5 eV
SMILES   O.O.O.O.O.O

Atom charges from the natural (NBO) analysis, given in e for atoms 1 to 4: 0.500, 0.496, -0.976, -0.947

---

Entry 4:
9 unconnected molecules or ions with the total composition C3H24O9, computed with ωB97M-V/def2-TZVPD.

Geometry as XYZ:
```
36
Properties=species:S:1:pos:R:3
H -1.23 1.32 -1.77
H 0.46 -1.77 -4.27
H -1.27 -3.15 2.77
H -0.28 0.05 0.77
H 0.87 0.35 -1.80
O 0.47 3.34 0.61
O 0.29 -3.70 -3.57
O 1.50 -0.24 -1.39
H 3.70 -0.10 -1.06
C -3.01 1.17 1.85
H 1.00 3.90 0.04
H 1.37 2.29 1.79
O -2.50 -0.05 2.36
H -2.43 -0.66 1.63
O 1.92 1.55 2.02
H -0.65 2.44 -2.62
H -2.24 1.64 1.25
H -3.40 1.80 2.66
H 0.36 -0.96 -0.16
C 2.82 0.47 -1.38
H 2.76 1.30 -0.68
H 0.49 -0.92 3.55
O -0.23 -0.59 4.09
H 2.92 0.86 -2.39
O -0.69 2.11 -1.72
O -0.72 -3.43 2.03
H -0.57 -2.63 1.53
H -0.07 2.83 0.02
O -0.32 -0.87 0.50
H -3.85 1.00 1.17
H -0.44 -1.97 -2.75
H -0.53 -3.96 -4.00
C 0.41 -2.33 -3.33
H -0.99 -0.59 3.50
H 2.74 1.70 1.54
H 1.35 -2.18 -2.81
```

Calculated values
Multiplicity   1
Charge   0
Relative energy (zero: lowest compared OMol25 entry of this formula, charge and spin)   2.427 eV
Kohn-Sham gap   9.75 eV
LUMO energy   -0.5 eV
SMILES   CO.CO.CO.O.O.O.O.O.O

Atom charges from the natural (NBO) analysis, given in e for atoms 1 to 4: 0.487, 0.146, 0.466, 0.480

---

Entry 5:
C2H2N2O2 in the gas phase, computed with ωB97M-V/def2-TZVPD.

Geometry as XYZ:
```
8
Properties=species:S:1:pos:R:3
N -3.59 0.25 -0.25
N -0.34 0.59 -0.10
H -0.80 -1.41 0.24
H 1.41 1.16 -0.50
O 1.02 0.31 -0.19
O -0.63 1.77 -0.24
C -2.51 -0.08 -0.04
C -1.15 -0.41 0.11
```

Calculated values
Multiplicity   1
Charge   0
Relative energy (zero: lowest compared OMol25 entry of this formula, charge and spin)   4.254 eV
Kohn-Sham gap   9.75 eV
LUMO energy   -0.2 eV
SMILES   N#C/C=[N+](\[O-])O

Atom charges from the natural (NBO) analysis, given in e for atoms 1 to 4: -0.259, 0.428, 0.255, 0.501

---

Entry 6:
A molecular structure, C28H42N6O3S3Tm, computed with ωB97M-V/def2-TZVPD.

Geometry as XYZ:
```
83
Properties=species:S:1:pos:R:3
H -5.66 3.58 0.29
H -1.39 4.10 4.12
H -0.04 4.01 -0.23
N -3.84 4.19 1.18
H 4.41 -1.82 -0.11
H -3.37 -1.02 -2.91
H 1.03 1.68 -2.63
H -1.65 -3.93 1.29
C 1.64 -0.25 3.31
C 0.37 0.08 3.81
C -4.83 4.26 0.11
H -2.11 0.89 -2.32
H -4.36 4.01 -0.83
Tm -0.31 0.19 0.18
C 1.86 -2.66 -3.18
C -2.80 -2.12 1.15
C 3.13 2.08 -2.48
C -1.61 -2.98 0.75
C 2.99 -1.46 -4.90
C 3.55 -1.71 -0.75
C 4.46 0.41 -1.42
H -0.82 0.33 5.57
H -3.14 -0.12 1.07
C -0.24 -3.80 -3.56
H -5.20 5.28 0.05
C 3.32 -0.42 -1.30
C 1.18 -0.27 6.07
C 1.85 -3.13 -1.87
O 0.95 -0.59 -1.38
H 3.23 -3.61 -0.42
N -0.39 -2.21 1.05
O 0.87 2.33 0.47
C 0.78 -2.98 -4.02
H -4.05 0.19 -0.87
H -4.07 4.65 2.04
H -1.63 -3.20 -0.31
H -3.13 3.83 3.94
C 0.91 3.73 0.23
H 5.25 2.26 -2.13
C 0.17 0.07 5.19
H 1.73 3.98 -0.44
C 2.43 -0.61 5.57
N -1.93 3.49 2.23
H 0.99 -0.27 7.14
C -3.60 -0.80 -0.79
H 3.05 3.04 -2.97
H -2.36 5.28 3.24
H -0.98 -5.00 -1.94
H 0.45 -2.71 0.80
H 2.94 -2.29 -5.61
H -1.05 -4.04 -4.23
H -1.00 -0.23 -2.77
C 2.04 0.06 -1.66
H 1.02 4.28 1.17
N -2.79 -0.83 0.44
H 2.19 -0.75 -5.10
H 0.90 -4.40 -0.44
H 5.41 0.04 -1.06
S -1.01 0.49 2.77
H -0.33 -2.02 2.05
C -2.74 -1.03 -2.02
C -2.74 3.42 1.17
C 4.38 1.64 -2.02
N -1.69 0.00 -2.06
C 1.99 1.32 -2.30
C -2.23 4.22 3.44
H 3.23 -0.89 6.25
S -2.35 2.43 -0.17
S 2.05 -0.21 1.58
H 1.66 2.01 0.96
C -0.20 -4.33 -2.28
C 0.85 -3.99 -1.44
H -2.73 -1.91 2.21
H -2.25 -2.00 -1.98
N 2.91 -2.83 -0.97
H -3.73 -2.67 0.97
H 0.76 -2.60 -5.03
O 2.92 -1.93 -3.56
H 3.62 -0.85 3.81
H 3.95 -0.97 -4.99
H -4.41 -1.54 -0.75
C 2.65 -0.60 4.21
H -1.28 2.70 2.31
```

Calculated values
Multiplicity   3
Charge   +1
Relative energy (zero: lowest compared OMol25 entry of this formula, charge and spin)   0.372 eV
Kohn-Sham gap (spin up / spin down)   5.94 / 5.94 eV
LUMO energy (spin up / spin down)   -3.0 / -3.0 eV

Atom charges from the Mulliken analysis, given in e for atoms 1 to 4: 0.273, 0.348, 0.199, -0.226

---

Entry 7:
C10H7NO4 in the gas phase, computed with ωB97M-V/def2-TZVPD.

Geometry as XYZ:
```
22
Properties=species:S:1:pos:R:3
O 1.07 2.44 -0.30
O 1.58 1.49 -1.23
O -0.94 3.28 -0.06
C -2.11 -0.63 1.26
C -1.98 -1.61 0.29
C 2.72 0.95 -0.69
H -2.39 -2.59 0.46
H -2.65 -0.85 2.17
C 1.56 -1.49 1.24
C -0.88 0.91 -0.11
H 0.99 -1.82 2.08
H -1.68 1.39 1.82
N 2.70 -0.47 -0.81
O 3.60 1.59 -0.24
H 3.65 -0.79 -0.92
C -0.32 2.28 -0.21
H -1.21 -2.07 -1.67
C -0.76 -0.07 -1.10
C -1.57 0.63 1.06
C 2.12 -1.04 0.29
H -0.24 0.16 -2.01
C -1.31 -1.33 -0.90
```

Calculated values
Multiplicity   1
Charge   0
Relative energy (zero: lowest compared OMol25 entry of this formula, charge and spin)   5.643 eV
Kohn-Sham gap   9.98 eV
LUMO energy   0.3 eV
SMILES   C#CNC(=O)OOC(=O)c1ccccc1

Atom charges from the natural (NBO) analysis, given in e for atoms 1 to 4: -0.235, -0.272, -0.491, -0.234

---

Entry 8:
A molecular structure, C4H6O5Pt, computed with ωB97M-V/def2-TZVPD.

Geometry as XYZ:
```
16
Properties=species:S:1:pos:R:3
C -2.71 0.86 0.33
C 0.86 0.12 0.42
H 0.70 -1.89 -1.10
C -1.40 0.46 0.96
H 2.50 -1.80 -1.40
O -2.87 1.12 -0.83
O 1.06 -0.93 1.23
H -1.59 -0.42 1.59
H 1.31 -1.05 -2.53
O 1.38 1.17 1.06
H -1.09 1.28 1.63
H -3.55 0.88 1.06
C 1.53 -1.28 -1.48
O 1.66 -0.01 -0.78
O -0.44 0.21 -0.03
Pt 2.64 1.29 -0.13
```

Calculated values
Multiplicity   4
Charge   +1
Relative energy (zero: lowest compared OMol25 entry of this formula, charge and spin)   2.097 eV
Kohn-Sham gap (spin up / spin down)   7.36 / 5.34 eV
LUMO energy (spin up / spin down)   -6.0 / -8.1 eV

Atom charges from the natural (NBO) analysis, given in e for atoms 1 to 4: 0.409, 0.834, 0.251, -0.196